No. 1
A structure of composition C8H9N2O. Source: OMol25; level of theory: ωB97M-V/def2-TZVPD.

Calculated values
Charge: +1
Energy relative to the best compared isomer or geometry (same formula, charge and spin) (kJ/mol): 446.4
HOMO level (hartree): -0.506
Molar mass (g mol⁻¹): 149.173
Gap between HOMO and LUMO (eV): 8.82
LUMO (eV): -4.95
DFT total energy (eV): -13458.1944

```
20
C8H9N2O ωB97M-V/def2-TZVPD
C -3.08 -0.28 0.77
C -2.00 -0.36 1.69
C -2.89 -0.26 -0.56
C -0.68 -0.31 1.22
C -1.60 -0.18 -1.13
C -0.66 -0.16 -0.20
C 2.38 1.34 0.57
C 2.33 0.29 -0.25
N 1.32 -0.77 -1.93
N 1.20 -0.20 -0.88
O 3.40 -0.39 -0.68
H -4.03 -0.42 1.15
H -2.21 -0.20 2.75
H -3.66 -0.50 -1.26
H 0.23 -0.53 1.84
H -1.51 -0.10 -2.19
H 3.26 1.76 1.06
H 1.58 2.10 0.76
H 2.34 -0.80 -2.36
H 4.28 -0.04 -0.36
```

No. 2
The molecule C8H9N3O2. Source: OMol25; level of theory: ωB97M-V/def2-TZVPD.

Calculated values
Charge: 0
Energy relative to the best compared isomer or geometry (same formula, charge and spin) (kJ/mol): 291.2
HOMO level (hartree): -0.286
Structure (SMILES): [H]/N=C(\N)Nc1ccc2c(c1)OCO2
Molar mass (g mol⁻¹): 179.179
Gap between HOMO and LUMO (eV): 8.56
LUMO (eV): 0.79
DFT total energy (eV): -17003.9471

```
22
C8H9N3O2 ωB97M-V/def2-TZVPD
H -5.11 -0.16 -0.55
N -4.26 -0.93 -0.46
C -3.33 -0.17 -0.03
N -3.38 1.12 0.54
N -2.04 -0.86 -0.03
C -0.71 -0.23 -0.11
C -0.32 1.15 -0.14
C 0.92 1.62 -0.24
C 1.83 0.71 -0.08
C 1.63 -0.67 0.17
C 0.35 -1.21 0.22
O 2.81 -1.21 0.45
C 3.84 -0.41 -0.20
O 3.18 0.89 -0.14
H -2.53 1.35 1.10
H -4.15 1.64 0.91
H -2.16 -1.55 -0.95
H -1.20 1.88 -0.11
H 1.17 2.70 -0.38
H -0.01 -2.28 0.22
H 4.12 -0.51 -1.22
H 4.52 -0.54 0.58
```

No. 3
The molecule C8H9N3O2S. Source: OMol25; level of theory: ωB97M-V/def2-TZVPD.

Calculated values
Charge: 0
Energy relative to the best compared isomer or geometry (same formula, charge and spin) (kJ/mol): 51.5
HOMO level (hartree): -0.313
Structure (SMILES): NC1=Nc2ccccc2[C@@H]1S(N)(=O)=O
Molar mass (g mol⁻¹): 211.246
Gap between HOMO and LUMO (eV): 9.10
LUMO (eV): 0.59
DFT total energy (eV): -27840.3252

```
23
C8H9N3O2S ωB97M-V/def2-TZVPD
N 2.27 2.29 -0.65
C 1.05 1.71 -0.59
N -0.10 1.87 -0.03
C -0.92 0.74 -0.21
C -2.28 0.83 0.19
C -3.04 -0.38 0.21
C -2.52 -1.51 -0.50
C -1.16 -1.52 -0.86
C -0.32 -0.36 -0.76
C 1.11 -0.12 -1.11
S 2.32 -0.86 0.03
N 1.69 -0.61 1.47
O 2.48 -2.22 -0.22
O 3.42 0.03 -0.10
H 2.25 3.16 -0.20
H 3.01 1.67 -0.73
H -2.70 1.65 0.64
H -4.17 -0.45 0.25
H -3.11 -2.47 -0.68
H -0.80 -2.44 -1.42
H 1.28 -0.25 -2.14
H 1.04 -1.28 1.75
H 1.70 0.31 1.80
```

No. 4
A cluster of 2 separate species, C8H9N3S in total. Source: OMol25; level of theory: ωB97M-V/def2-TZVPD.

Calculated values
Charge: 0
Energy relative to the best compared isomer or geometry (same formula, charge and spin) (kJ/mol): 310.7
HOMO level (alpha / beta) (hartree): -0.301 / -0.300
Molar mass (g mol⁻¹): 179.248
Gap between HOMO and LUMO (alpha / beta) (eV): 7.22 / 7.25
LUMO (alpha / beta) (eV): -0.98 / -0.92
DFT total energy (eV): -23744.1573

```
21
C8H9N3S ωB97M-V/def2-TZVPD
C -1.38 -2.16 0.08
C -2.66 -1.71 -0.25
C -0.36 -1.20 0.16
C -2.92 -0.41 -0.64
C -0.68 0.12 0.03
C -1.96 0.51 -0.44
C -0.80 2.42 -0.28
C 0.14 1.37 0.01
N -1.97 1.95 -0.64
N 2.32 0.97 0.95
N 1.44 1.57 0.28
S 4.57 -0.74 -0.77
H -1.36 -3.14 0.45
H -3.46 -2.41 -0.10
H 0.65 -1.58 0.39
H -3.90 -0.05 -1.02
H -0.40 3.46 -0.05
H 1.99 0.19 1.56
H 5.28 -1.19 0.24
H 1.85 2.44 -0.10
H 3.60 -0.40 0.13
```

No. 5
A cluster of 2 separate species, C8H9N4O2 in total. Source: OMol25; level of theory: ωB97M-V/def2-TZVPD.

Calculated values
Charge: +1
Energy relative to the best compared isomer or geometry (same formula, charge and spin) (kJ/mol): 647.0
HOMO level (hartree): -0.499
Molar mass (g mol⁻¹): 193.186
Gap between HOMO and LUMO (eV): 8.04
LUMO (eV): -5.53
DFT total energy (eV): -18482.4885

```
23
C8H9N4O2 ωB97M-V/def2-TZVPD
C 0.18 1.62 1.30
C -1.17 0.20 -0.19
C 0.25 2.66 0.42
C -1.10 1.21 -1.09
C -0.38 0.41 1.03
C -0.42 2.41 -0.72
C 1.07 -2.49 -0.91
C 1.04 -3.87 -0.43
N 0.89 -2.66 0.31
N -0.23 -0.66 1.91
N -0.47 -1.83 1.53
N -0.49 3.43 -1.81
O -0.10 4.50 -1.41
O -0.97 3.16 -2.90
H 0.76 1.64 2.23
H -1.46 -0.83 -0.40
H 0.85 3.49 0.64
H -1.64 1.30 -2.08
H 1.13 -1.68 -1.56
H 0.18 -4.53 -0.52
H 1.96 -4.44 -0.39
H 0.37 -0.53 2.79
H -0.26 -2.50 2.26
```

No. 6
A structure of composition C8H9N4S3Y. Source: OMol25; level of theory: ωB97M-V/def2-TZVPD.

Calculated values
Charge: +2
Energy relative to the best compared isomer or geometry (same formula, charge and spin) (kJ/mol): 0.0
HOMO level (hartree): -0.545
Molar mass (g mol⁻¹): 346.295
Gap between HOMO and LUMO (eV): 6.93
LUMO (eV): -7.91
DFT total energy (eV): -47938.4277

```
25
C8H9N4S3Y ωB97M-V/def2-TZVPD
Y -0.75 0.15 0.37
N 1.85 -0.03 0.13
N 2.58 1.17 -0.02
C 1.98 2.37 -0.08
N 2.76 3.42 -0.24
S 0.29 2.61 0.03
H 2.25 -0.53 0.92
H 2.01 -0.61 -0.70
H 3.58 1.08 -0.13
H 3.76 3.37 -0.30
H 2.34 4.34 -0.29
S -3.14 -0.67 0.15
C -2.13 -2.10 0.10
N -0.79 -2.06 0.15
C -0.24 -3.34 0.07
C 1.12 -3.66 0.10
C 1.48 -4.99 0.00
C 0.51 -6.00 -0.11
C -0.84 -5.69 -0.14
C -1.19 -4.35 -0.05
S -2.79 -3.65 -0.05
H 1.88 -2.90 0.20
H 2.52 -5.27 0.02
H 0.82 -7.03 -0.18
H -1.58 -6.46 -0.23
```

No. 7
The molecule C8H9N5. Source: OMol25; level of theory: ωB97M-V/def2-TZVPD.

Calculated values
Charge: 0
Energy relative to the best compared isomer or geometry (same formula, charge and spin) (kJ/mol): 825.2
HOMO level (hartree): -0.309
Structure (SMILES): CN=C(n1ccnc1)n1ccnc1
Molar mass (g mol⁻¹): 175.195
Gap between HOMO and LUMO (eV): 8.91
LUMO (eV): 0.50
DFT total energy (eV): -15884.9611

```
22
C8H9N5 ωB97M-V/def2-TZVPD
C -2.23 -2.07 0.15
N -0.74 -1.79 -0.02
C -0.33 -0.70 -0.05
N 1.07 -0.52 -0.08
C 1.85 0.37 -0.77
C 3.30 -0.12 -0.61
N 3.26 -1.22 0.16
C 1.95 -1.48 0.42
N -0.87 0.61 -0.07
C -0.42 1.72 0.50
C -1.46 2.56 0.60
N -2.43 2.08 -0.04
C -2.23 0.92 -0.44
H -2.72 -1.18 1.00
H -2.88 -1.80 -0.49
H -2.54 -2.97 0.98
H 1.60 1.03 -1.34
H 4.12 0.30 -0.91
H 1.83 -2.31 1.00
H 0.64 1.91 1.02
H -1.70 3.78 1.10
H -2.91 0.01 -0.85
```

No. 8
The molecule C8H9NO. Source: OMol25; level of theory: ωB97M-V/def2-TZVPD.

Calculated values
Charge: 0
Energy relative to the best compared isomer or geometry (same formula, charge and spin) (kJ/mol): 373.0
HOMO level (alpha / beta) (hartree): -0.333 / -0.333
Structure (SMILES): C=[N+]([O-])c1ccccc1C
Molar mass (g mol⁻¹): 135.166
Gap between HOMO and LUMO (alpha / beta) (eV): 9.92 / 9.92
LUMO (alpha / beta) (eV): 0.87 / 0.87
DFT total energy (eV): -11975.9831

```
19
C8H9NO ωB97M-V/def2-TZVPD
C 2.66 -0.95 0.57
N 2.11 -0.35 -0.42
O 2.61 0.35 -1.37
C 0.39 -0.45 -0.38
C -0.19 -1.65 -0.56
C -1.59 -1.72 -0.46
C -2.35 -0.64 -0.18
C -1.73 0.63 0.01
C -0.34 0.71 -0.12
C 0.39 1.97 0.18
H 3.72 -0.87 0.42
H 2.17 -1.42 1.35
H 0.34 -2.53 -0.63
H -2.02 -2.65 -0.51
H -3.46 -0.73 -0.31
H -2.35 1.53 -0.08
H 1.12 2.25 -0.56
H -0.33 2.77 0.25
H 0.87 1.88 1.22
```

No. 9
The molecule C8H9NO. Source: OMol25; level of theory: ωB97M-V/def2-TZVPD.

Calculated values
Charge: 0
Energy relative to the best compared isomer or geometry (same formula, charge and spin) (kJ/mol): 531.0
HOMO level (hartree): -0.346
Structure (SMILES): CN1O[C@@H]1c1ccccc1
Molar mass (g mol⁻¹): 135.166
Gap between HOMO and LUMO (eV): 10.43
LUMO (eV): 1.01
DFT total energy (eV): -11974.3450

```
19
C8H9NO ωB97M-V/def2-TZVPD
C 3.52 -0.27 0.44
N 2.22 0.40 0.46
O 2.01 1.13 -0.69
C 1.37 -0.06 -0.56
C -0.46 0.02 -0.26
C -1.26 -1.12 -0.32
C -2.67 -0.99 -0.18
C -3.14 0.27 0.13
C -2.35 1.37 0.34
C -1.04 1.26 0.04
H 3.40 -1.35 0.66
H 3.84 -0.40 -0.57
H 4.12 0.09 1.33
H 1.84 -0.88 -1.22
H -0.86 -2.20 -0.66
H -3.31 -1.97 -0.02
H -4.13 0.27 0.45
H -2.83 2.40 0.41
H -0.29 2.04 0.21
```

No. 10
A structure of composition C8H9NO2. Source: OMol25; level of theory: ωB97M-V/def2-TZVPD.

Calculated values
Charge: 0
Energy relative to the best compared isomer or geometry (same formula, charge and spin) (kJ/mol): 1031.7
HOMO level (alpha / beta) (hartree): -0.289 / -0.290
Molar mass (g mol⁻¹): 151.165
Gap between HOMO and LUMO (alpha / beta) (eV): 7.84 / 7.88
LUMO (alpha / beta) (eV): -0.02 / -0.02
DFT total energy (eV): -14016.2002

```
20
C8H9NO2 ωB97M-V/def2-TZVPD
C -0.96 -0.43 0.54
C -0.02 0.51 0.65
C -0.88 -1.36 1.71
C 1.76 -0.63 1.48
C 0.99 0.68 1.67
C 0.48 -0.63 2.15
C 0.44 0.33 -2.37
C -0.60 1.22 -1.86
N -1.70 0.73 -1.32
O -2.73 1.27 -1.19
O -1.60 -0.59 -0.67
H -1.61 -1.13 2.44
H -0.68 -2.46 1.66
H 1.82 -0.88 0.44
H 2.63 -0.73 2.04
H 1.24 1.40 2.31
H 0.37 0.38 -3.52
H 0.34 -0.64 -1.90
H 1.46 0.72 -2.06
H -0.77 2.23 -2.20
```